[1]
This record from the OMol25 dataset describes a cluster of 2 separate species, C9H8NO6P in total. The level of theory is the ωB97M-V functional and the def2-TZVPD basis.

Geometry as XYZ:
```
25
Properties=species:S:1:pos:R:3
O 3.999 -1.734 2.857
C 3.354 -0.779 2.591
C 2.085 -0.330 3.250
C 1.272 0.025 2.263
P -0.510 0.217 2.497
O -0.793 -0.056 3.905
O -1.191 -0.815 1.501
O -1.005 1.589 1.898
C 2.135 0.278 1.059
O 1.905 0.918 0.083
O 3.429 -0.119 1.377
H 1.869 -0.423 4.302
H -0.698 -1.634 1.411
H -0.325 2.259 1.785
C -1.814 -0.089 -3.906
C -2.628 -0.357 -2.818
C -2.110 -0.173 -1.544
N -0.870 0.247 -1.307
C -0.097 0.502 -2.362
C -0.521 0.351 -3.675
H -2.182 -0.220 -4.916
H -3.645 -0.702 -2.948
H -2.715 -0.370 -0.666
H 0.907 0.841 -2.141
H 0.150 0.573 -4.493
```

Results
**HOMO-LUMO gap**: 8.40 eV
**Strongest force on any atom**: 1.2 eV Å⁻¹
**Structure (SMILES)**: O=C1C=C(P(=O)(O)O)C(=O)O1.c1ccncc1
**Relative energy (zero: lowest compared OMol25 entry of this formula, charge and spin)**: 0.00 kcal per mole
**Highest occupied orbital energy**: -9.73 eV

***

[2]
This record from the OMol25 dataset describes a structure of composition C55H62N5PY. The level of theory is the ωB97M-V functional and the def2-TZVPD basis.

Geometry as XYZ:
```
124
Properties=species:S:1:pos:R:3
Y -0.983 0.557 0.206
C 4.252 1.189 -3.437
C 4.109 -0.066 -2.577
C 3.090 0.067 -1.503
C 1.951 -0.588 -1.231
C 1.165 -1.544 -2.060
C 0.257 -0.796 -3.035
C 1.788 0.241 0.093
C 1.750 0.831 1.499
C 0.902 0.506 2.690
C 1.140 0.725 4.056
C 2.474 0.676 4.730
C 3.073 -0.729 4.721
C -0.114 1.047 4.624
C -1.043 1.026 3.564
C -2.360 1.603 3.445
C -2.784 2.218 2.302
N -1.938 2.411 1.204
C -2.500 3.302 0.403
C -1.802 3.911 -0.668
C -0.445 3.730 -0.929
N 0.349 2.686 -0.594
C 1.673 3.112 -0.807
C 2.841 2.460 -0.581
C 2.951 1.013 -0.312
N 2.984 0.204 0.971
C 1.648 4.476 -1.385
C 0.361 4.828 -1.519
C -0.199 6.093 -2.085
C -0.690 5.910 -3.520
C 2.861 5.288 -1.700
C 3.467 5.932 -0.453
C -3.833 3.658 0.898
C -4.001 2.990 2.069
C -5.202 2.975 2.957
C -6.042 1.714 2.746
C -4.757 4.630 0.237
C -4.449 6.081 0.613
N -0.404 0.660 2.419
C -0.347 1.531 6.027
C -0.392 0.449 7.105
H 4.990 1.038 -4.224
H 4.569 2.042 -2.836
H 3.301 1.452 -3.899
H 5.079 -0.308 -2.128
H 3.836 -0.914 -3.212
H 0.561 -2.187 -1.424
H 1.871 -2.166 -2.621
H -0.451 -0.134 -2.520
H -0.338 -1.496 -3.621
H 0.841 -0.171 -3.713
H 1.780 1.924 1.441
H 2.376 1.028 5.762
H 3.171 1.363 4.237
H 2.405 -1.433 5.220
H 4.043 -0.754 5.220
H 3.205 -1.073 3.696
H -3.007 1.645 4.316
H -2.291 4.744 -1.155
H 3.752 3.003 -0.797
H 0.559 6.880 -2.049
H -1.027 6.436 -1.460
H 0.142 5.662 -4.181
H -1.169 6.813 -3.895
H -1.409 5.093 -3.577
H 2.600 6.066 -2.422
H 3.611 4.658 -2.189
H 2.722 6.539 0.060
H 4.312 6.571 -0.711
H 3.811 5.173 0.249
H -5.814 3.862 2.771
H -4.886 3.030 4.003
H -6.310 1.607 1.696
H -6.956 1.746 3.338
H -5.478 0.826 3.028
H -5.791 4.395 0.504
H -4.687 4.511 -0.848
H -4.580 6.233 1.685
H -5.099 6.779 0.085
H -3.415 6.329 0.374
H -1.277 2.106 6.059
H 0.447 2.241 6.286
H -1.260 -0.196 6.973
H -0.455 0.889 8.103
H 0.497 -0.180 7.065
C -3.042 0.184 -0.976
H -3.771 -0.246 -0.271
H -2.981 -0.536 -1.802
H -3.520 1.087 -1.382
N -0.542 -1.642 0.426
P -0.649 -3.054 0.990
C -2.107 -3.990 0.389
C -2.268 -4.087 -0.993
C -3.399 -4.668 -1.536
C -4.397 -5.156 -0.701
C -4.249 -5.063 0.672
C -3.107 -4.487 1.214
C -0.725 -3.263 2.806
C -1.502 -2.350 3.513
C -1.603 -2.432 4.889
C -0.909 -3.412 5.585
C -0.114 -4.312 4.894
C -0.025 -4.239 3.510
C 0.754 -4.159 0.564
C 2.033 -3.622 0.688
C 3.151 -4.396 0.423
C 3.003 -5.719 0.032
C 1.734 -6.266 -0.083
C 0.616 -5.491 0.188
H -1.506 -3.675 -1.645
H -3.514 -4.725 -2.610
H -5.289 -5.599 -1.124
H -5.026 -5.435 1.327
H -2.999 -4.425 2.288
H -2.001 -1.550 2.981
H -2.207 -1.713 5.419
H -0.977 -3.463 6.665
H 0.447 -5.067 5.430
H 0.607 -4.941 2.982
H 2.144 -2.593 1.004
H 4.138 -3.963 0.525
H 3.875 -6.324 -0.179
H 1.614 -7.299 -0.384
H -0.372 -5.924 0.097
```

Results
**HOMO-LUMO gap**: 5.63 eV
**Charge**: -1
**Strongest force on any atom**: 1.1 eV Å⁻¹
**Relative energy (zero: lowest compared OMol25 entry of this formula, charge and spin)**: 175.62 kcal per mole
**Highest occupied orbital energy**: -3.56 eV

***

[3]
This record from the OMol25 dataset describes a cluster of 2 separate species, C6H9NO4 in total. The level of theory is the ωB97M-V functional and the def2-TZVPD basis.

Geometry as XYZ:
```
20
Properties=species:S:1:pos:R:3
C -1.334 -0.981 0.627
C 1.306 3.796 -0.279
C 0.418 3.675 0.991
C 0.189 2.821 -0.163
C -0.289 -3.729 -0.923
C 0.109 -2.939 0.324
N -0.134 1.685 -0.660
O -2.346 -1.506 0.929
O -1.295 0.318 0.594
O -0.074 1.074 -1.678
O -0.166 -1.488 0.245
H 0.913 4.665 -0.878
H 2.326 3.534 -0.235
H 0.825 2.924 1.698
H -0.168 4.456 1.290
H 0.392 -3.599 -1.889
H -0.256 -4.868 -0.654
H -1.367 -3.522 -1.126
H 1.270 -3.040 0.506
H -0.319 -3.277 1.277
```

Results
**HOMO-LUMO gap (alpha / beta)**: 6.62 / 6.62 eV
**Strongest force on any atom**: 4.6 eV Å⁻¹
**Relative energy (zero: lowest compared OMol25 entry of this formula, charge and spin)**: 196.32 kcal per mole
**Highest occupied orbital energy (alpha / beta)**: -8.82 / -8.82 eV

***

[4]
This record from the OMol25 dataset describes a cluster of 10 separate species, C46H120N12O16 in total. The level of theory is the ωB97M-V functional and the def2-TZVPD basis.

Geometry as XYZ:
```
194
Properties=species:S:1:pos:R:3
C -3.429 -8.043 -18.144
O -3.723 -7.116 -17.106
C -4.781 -6.249 -17.422
C -4.358 -4.817 -17.811
C -3.552 -4.119 -16.694
N -5.544 -4.099 -18.278
H -3.596 -7.594 -19.126
H -4.176 -8.839 -18.027
H -2.443 -8.496 -18.081
H -5.499 -6.599 -18.174
H -5.457 -6.217 -16.558
H -3.733 -4.833 -18.710
H -4.064 -4.071 -15.733
H -3.409 -3.100 -17.058
H -2.595 -4.615 -16.533
H -6.159 -3.954 -17.484
H -5.262 -3.233 -18.713
C -7.022 -3.183 -7.667
O -5.938 -3.553 -8.512
C -5.978 -4.930 -8.800
C -4.827 -5.239 -9.748
C -4.704 -6.765 -10.024
N -3.516 -4.798 -9.263
H -7.968 -3.170 -8.207
H -6.792 -2.184 -7.290
H -6.962 -3.790 -6.758
H -5.975 -5.572 -7.913
H -6.848 -5.213 -9.408
H -5.064 -4.829 -10.734
H -3.869 -7.074 -10.653
H -5.650 -7.162 -10.397
H -4.452 -7.216 -9.058
H -2.876 -4.695 -10.035
H -3.485 -3.986 -8.667
C -3.153 0.171 -13.832
O -2.488 -0.802 -14.621
C -1.116 -0.978 -14.347
C -0.760 -1.776 -13.104
N -1.685 -2.768 -12.597
C -1.680 -3.928 -13.519
C -2.399 -5.102 -12.978
O -3.836 -4.830 -13.053
C -4.645 -5.962 -13.276
H -3.318 -0.128 -12.789
H -4.150 0.331 -14.233
H -2.525 1.062 -13.758
H -0.651 0.016 -14.365
H -0.690 -1.542 -15.183
H -0.619 -1.063 -12.279
H 0.286 -2.087 -13.196
H -2.620 -2.393 -12.744
H -0.672 -4.344 -13.663
H -2.016 -3.721 -14.539
H -2.300 -5.203 -11.895
H -2.163 -6.040 -13.478
H -5.605 -5.837 -12.768
H -4.262 -6.891 -12.848
H -4.797 -6.030 -14.359
C 1.004 -6.625 -12.471
O -0.267 -7.208 -12.340
C -0.564 -7.811 -11.096
C -0.487 -6.996 -9.816
N 0.858 -6.689 -9.327
C 0.877 -5.848 -8.161
C 2.253 -5.510 -7.632
O 3.051 -4.960 -8.685
C 4.212 -4.320 -8.180
H 1.086 -5.867 -11.689
H 1.086 -6.127 -13.437
H 1.846 -7.324 -12.401
H 0.036 -8.724 -11.000
H -1.588 -8.190 -11.102
H -0.981 -7.613 -9.055
H -1.080 -6.072 -9.790
H 1.466 -6.453 -10.089
H 0.403 -6.447 -7.370
H 0.184 -4.993 -8.134
H 2.740 -6.388 -7.193
H 2.244 -4.816 -6.783
H 4.812 -4.192 -9.081
H 4.759 -4.918 -7.446
H 3.997 -3.354 -7.713
C -8.594 -11.681 -6.080
O -7.782 -11.070 -7.069
C -8.234 -11.195 -8.392
C -7.167 -10.639 -9.313
N -7.691 -10.248 -10.621
C -6.515 -10.059 -11.497
C -6.864 -9.171 -12.660
O -7.300 -7.907 -12.186
C -8.196 -7.258 -13.090
H -8.874 -10.885 -5.385
H -8.010 -12.437 -5.552
H -9.502 -12.115 -6.502
H -9.179 -10.653 -8.554
H -8.460 -12.235 -8.660
H -6.441 -11.461 -9.401
H -6.463 -9.960 -8.813
H -8.025 -9.287 -10.561
H -6.179 -10.965 -12.008
H -5.661 -9.558 -11.021
H -7.748 -9.619 -13.138
H -6.071 -9.178 -13.414
H -7.607 -7.093 -13.994
H -8.539 -6.269 -12.793
H -9.086 -7.859 -13.288
C 3.795 -3.248 -14.694
O 4.633 -3.560 -13.627
C 4.438 -2.800 -12.435
C 5.062 -1.425 -12.483
N 4.233 -0.264 -12.833
C 3.520 0.271 -11.642
C 2.454 1.239 -12.122
O 3.009 2.338 -12.837
C 2.017 3.138 -13.416
H 3.613 -2.186 -14.908
H 2.747 -3.552 -14.531
H 4.078 -3.686 -15.650
H 4.901 -3.415 -11.661
H 3.385 -2.772 -12.126
H 5.808 -1.525 -13.279
H 5.634 -1.137 -11.587
H 4.818 0.360 -13.361
H 4.381 0.746 -11.157
H 3.036 -0.467 -11.007
H 1.862 1.573 -11.261
H 1.733 0.769 -12.799
H 1.273 3.328 -12.627
H 1.456 2.683 -14.243
H 2.318 4.129 -13.756
C -4.337 2.953 -16.466
O -3.092 3.084 -17.117
C -2.729 1.839 -17.668
C -1.287 1.907 -18.221
N -0.484 2.931 -17.544
C 0.813 3.133 -18.168
C 1.768 1.907 -18.083
O 1.561 1.439 -16.734
C 2.665 0.739 -16.195
H -4.379 2.092 -15.788
H -5.205 2.811 -17.122
H -4.386 3.886 -15.900
H -3.320 1.567 -18.554
H -2.848 0.981 -17.000
H -1.204 2.296 -19.244
H -0.752 0.949 -18.195
H -0.141 2.510 -16.679
H 1.373 3.883 -17.603
H 0.794 3.497 -19.199
H 2.823 2.146 -18.231
H 1.499 1.051 -18.712
H 3.035 -0.094 -16.793
H 2.372 0.306 -15.231
H 3.408 1.437 -15.797
C 0.652 -5.099 -16.949
O 0.174 -3.771 -16.839
C 0.951 -2.757 -17.427
C 1.274 -2.872 -18.905
N 0.136 -3.365 -19.707
C 0.563 -4.380 -20.668
C -0.611 -4.897 -21.515
O -0.145 -5.952 -22.334
C -1.201 -6.759 -22.804
H -0.005 -5.743 -16.364
H 1.709 -5.307 -16.779
H 0.413 -5.455 -17.961
H 1.884 -2.702 -16.843
H 0.517 -1.786 -17.176
H 2.185 -3.458 -19.077
H 1.511 -1.868 -19.271
H -0.378 -3.913 -19.018
H 1.014 -5.265 -20.198
H 1.358 -4.011 -21.319
H -1.001 -4.134 -22.199
H -1.474 -5.120 -20.877
H -1.390 -7.476 -21.998
H -0.916 -7.344 -23.683
H -2.087 -6.237 -23.178
N -8.178 -2.162 -14.279
C -7.392 -3.247 -14.323
N -6.063 -3.023 -14.140
O -7.790 -4.404 -14.506
H -7.809 -1.233 -14.269
H -9.129 -2.315 -14.577
H -5.570 -2.152 -14.133
H -5.518 -3.861 -14.012
N 2.013 -2.441 -9.139
C 0.899 -2.317 -9.903
N 0.533 -3.390 -10.653
O 0.310 -1.244 -10.107
H 2.401 -1.652 -8.665
H 2.272 -3.417 -9.087
H 1.008 -4.272 -10.599
H -0.206 -3.144 -11.316
```

Results
**HOMO-LUMO gap**: 8.95 eV
**Strongest force on any atom**: 3.1 eV Å⁻¹
**Structure (SMILES)**: COC[C@H](C)N.COC[C@H](C)N.COCCNCCOC.COCCNCCOC.COCCNCCOC.COCCNCCOC.COCCNCCOC.COCCNCCOC.NC(N)=O.NC(N)=O
**Relative energy (zero: lowest compared OMol25 entry of this formula, charge and spin)**: 54.59 kcal per mole
**Highest occupied orbital energy**: -8.53 eV